{"formula": "C24H42Cl3N4O3PmSSi", "method": "wB97M-V/def2-TZVPD", "e_above_lowest_kj_mol": 0.0, "lumo_energy_ev": [0.5, 0.5], "charge": 0, "orbital_gap_ha": [0.306, 0.308], "e_homo_ev": [-7.85, -7.91], "multiplicity": 5, "elements": ["C", "C", "H", "H", "H", "C", "C", "H", "H", "H", "H", "Pm", "Cl", "Cl", "C", "O", "N", "C", "C", "H", "H", "H", "H", "H", "H", "H", "H", "H", "C", "C", "N", "H", "C", "O", "H", "H", "H", "H", "O", "C", "C", "C", "H", "C", "H", "C", "H", "C", "C", "H", "H", "H", "Si", "Cl", "C", "C", "C", "H", "H", "H", "H", "H", "H", "H", "H", "H", "C", "N", "C", "C", "N", "C", "S", "H", "H", "H", "H", "H", "H"], "xyz": [[2.5871, -1.9773, -3.5112], [1.7878, -1.4494, -4.6281], [2.7270, -3.0517, -3.5962], [2.0949, -1.7748, -2.5463], [3.6061, -1.5064, -3.4610], [1.6106, -2.0292, -5.8399], [2.2232, -3.3020, -6.2823], [0.9783, -1.5260, -6.5527], [2.2567, -4.0474, -5.4900], [3.2540, -3.1546, -6.6383], [1.6596, -3.7475, -7.1368], [-0.0040, -0.0191, 4.1071], [1.6768, 1.5451, 4.9735], [1.4004, -0.6296, 2.0941], [-0.1056, 2.2705, 2.1882], [-0.9189, 1.5684, 2.9291], [-0.5874, 3.1705, 1.4584], [-2.0044, 3.2272, 1.0993], [0.2650, 4.2095, 0.9118], [0.9789, 2.0744, 2.1922], [-2.5688, 2.5986, 1.7916], [-2.1489, 2.8522, 0.0636], [-2.3689, 4.2588, 1.1418], [1.2760, 4.0879, 1.3250], [-0.1135, 5.2043, 1.1843], [0.3163, 4.1378, -0.1823], [0.2779, -4.6654, 2.6143], [-0.7175, -2.9628, 0.7841], [-0.6885, -4.5849, 3.1453], [-1.6465, -3.2148, 1.3186], [-1.3844, -3.3864, 2.7275], [-0.4947, -4.5488, 4.2218], [-1.5840, -2.4277, 3.5819], [-1.6311, -1.1891, 3.2040], [-2.3648, -2.3951, 1.1776], [-1.7838, -2.6869, 4.6180], [-1.2925, -5.4683, 2.9096], [-2.0530, -4.1506, 0.9047], [-0.2465, -0.3575, -3.8513], [1.0635, -0.1250, -4.3661], [-0.1578, 0.7875, -6.3924], [0.9938, 0.7278, -5.6111], [-1.0389, 0.2233, -6.0824], [-0.1740, 1.5671, -7.5492], [1.6552, 0.4182, -3.6112], [2.1335, 1.4495, -5.9989], [-1.0787, 1.6076, -8.1474], [0.9553, 2.2836, -7.9279], [2.1064, 2.2203, -7.1482], [3.0305, 1.3789, -5.3884], [0.9380, 2.8918, -8.8315], [2.9953, 2.7786, -7.4351], [-0.9623, 0.5096, -2.6147], [0.7502, -1.9575, 5.4261], [-2.7748, 0.1969, -2.8335], [-0.5664, 2.3279, -2.7893], [-0.3956, -0.1020, -0.9573], [-3.0832, 0.2916, -3.8892], [-3.3835, 0.9055, -2.2455], [-3.0481, -0.8211, -2.5050], [-0.6286, -1.1738, -0.8105], [-0.8933, 0.4466, -0.1346], [0.6933, 0.0152, -0.8063], [-0.7244, 2.6911, -3.8220], [0.4772, 2.5641, -2.5126], [-1.2186, 2.9326, -2.1314], [-0.9443, -1.5837, 8.5308], [-0.2672, -0.2260, 8.3772], [0.6967, 0.3220, 9.2355], [0.9947, 1.5357, 8.7946], [0.2139, 1.7909, 7.6477], [-0.5734, 0.6666, 7.3597], [-1.6841, 0.5226, 6.2078], [-2.0037, -1.4321, 8.6535], [-0.7362, -2.1826, 7.6511], [-0.5261, -2.0663, 9.4150], [1.0433, -0.2102, 10.0596], [1.6425, 2.2419, 9.1570], [0.2107, 2.6334, 7.0747]], "forces_ev_per_a": [[0.9033, -0.0063, 0.7715], [-1.1200, 0.2033, -1.8327], [0.1179, -0.0960, 0.0596], [0.1413, -0.0513, -0.2563], [-0.8022, -0.3310, -0.0557], [0.2981, 0.6121, 1.5931], [-0.0142, -0.7954, -0.8912], [-0.0202, 0.1546, -0.1348], [0.0493, -0.0672, 0.0665], [-0.1928, -0.0119, 0.0863], [0.3764, 0.3201, 0.6369], [0.8227, -0.1324, 0.2742], [1.7170, 1.8596, 0.7483], [0.8106, -0.4205, -1.3410], [-1.0713, -3.8945, 3.8920], [1.0397, 2.4635, -2.8333], [-1.1624, 3.2536, -2.8085], [-0.3369, -0.1347, -0.0753], [0.5894, 0.0529, -0.5066], [-0.3357, 0.3173, 0.2219], [0.1263, 0.1874, -0.1799], [0.2186, 0.1923, 0.5601], [0.1526, -0.1818, 0.0782], [-0.3249, 0.1019, -0.1786], [0.0379, -0.3387, 0.0133], [-0.0413, 0.0628, 0.1902], [-0.4003, 0.1803, 0.2630], [-0.2663, -0.0318, 0.0834], [-0.0778, -0.7151, 0.0758], [0.4001, 0.4316, -0.7286], [0.0671, -1.0449, -0.3017], [0.0061, 0.0502, -0.2542], [-0.5915, 3.2657, -0.6370], [-2.0752, -3.5944, 0.2709], [0.2944, -0.3083, 0.0689], [0.4473, -0.0780, 0.1263], [0.1348, 0.0434, 0.0300], [0.1155, 0.2680, 0.2584], [0.1496, -0.0774, 0.2018], [0.0032, -0.0440, 0.1207], [0.0777, 0.1034, 0.1087], [0.1908, 0.3834, -0.1220], [0.2512, 0.1796, -0.0923], [0.0504, -0.0656, 0.1068], [-0.0171, 0.0107, -0.1096], [-0.5648, -0.2954, 0.0918], [0.1069, 0.0279, 0.0058], [-0.1384, 0.0141, -0.1136], [0.2401, 0.1109, -0.0375], [-0.0620, 0.0856, -0.0967], [0.0137, -0.1270, 0.2098], [-0.1780, -0.0738, -0.0032], [0.2298, -0.2489, -0.3064], [0.7889, -2.2126, 1.3861], [-0.7022, -0.1165, -0.1035], [0.1038, 0.6150, -0.1015], [0.1955, -0.1559, 0.4251], [0.1501, 0.0172, 0.3668], [0.1938, -0.2264, -0.1570], [0.1339, 0.3461, -0.1139], [0.1019, 0.4732, -0.1054], [0.2004, -0.2151, -0.2608], [-0.4328, -0.0441, -0.0090], [0.0566, -0.1913, 0.4001], [-0.3432, -0.1360, -0.1169], [0.2146, -0.2332, -0.2123], [1.2165, 1.5268, -0.0585], [-0.6733, -0.4800, -0.6320], [-1.3513, -0.5502, -1.3355], [-1.7149, 0.0529, -2.0761], [-0.6046, -1.6925, 0.7973], [3.1521, 1.1377, 3.9013], [-2.8767, -0.0277, -1.1425], [-0.3449, 0.0932, 0.0141], [0.0413, 0.0535, -0.1138], [-0.0046, 0.1535, -0.0888], [0.5317, -0.7057, 1.0804], [1.4086, 1.4199, 0.7604], [0.1721, -0.6714, 0.1782]], "lowdin_spin": [0.00, 0.00, 0.00, 0.00, 0.00, 0.00, 0.00, 0.00, 0.00, 0.00, 0.00, 4.02, -0.01, -0.01, 0.00, 0.00, 0.00, 0.00, 0.00, 0.00, 0.00, 0.00, 0.00, 0.00, 0.00, 0.00, 0.00, 0.00, 0.00, 0.00, 0.00, 0.00, 0.00, 0.00, 0.00, 0.00, 0.00, 0.00, 0.00, 0.00, 0.00, 0.00, 0.00, 0.00, 0.00, 0.00, 0.00, 0.00, 0.00, 0.00, 0.00, 0.00, 0.00, 0.00, 0.00, 0.00, 0.00, 0.00, 0.00, 0.00, 0.00, 0.00, 0.00, 0.00, 0.00, 0.00, 0.00, 0.00, 0.00, 0.00, 0.00, 0.00, 0.00, 0.00, 0.00, 0.00, 0.00, 0.00, 0.00]}